This record from the OMol25 dataset describes a molecular structure, C4H4N2 at a distorted geometry. The level of theory is ωB97M-V/def2-TZVPD.

Calculated values
LUMO (alpha / beta) (Ha): -0.0068 / -0.0067
HOMO level (alpha / beta) (Ha): -0.29197 / -0.29200
Calculated total energy (Ha): -264.02022
Strongest force on any atom (eV/Å): 3.75
Relative energy (zero: lowest compared OMol25 entry of this formula, charge and spin) (kJ/mol): 804.0

```
! wB97M-V def2-TZVPD RIJCOSX def2/J DEFGRID3
* xyz 0 1
C 1.292 -0.645 0.421
C 0.500 -1.607 0.039
C 1.502 0.737 0.049
C 0.376 1.047 -0.530
N -0.404 -0.701 -0.507
N -1.657 -0.642 0.038
H 2.396 1.274 0.295
H -0.272 1.768 -0.951
H -1.879 0.220 0.525
H -1.855 -1.452 0.622
*
```

These are the Löwdin partial charges, in e, on atoms 1 to 2: C -0.005; C -0.141

=====

This record from the OMol25 dataset describes 12 unconnected molecules or ions with the total composition C73H172N12O12 at a distorted geometry. The level of theory is ωB97M-V/def2-TZVPD.

Calculated values
SMILES: CC1(C)CCCC(C)(C)N1O.CC1(C)CCCC(C)(C)N1O.CC1(C)CCCC(C)(C)N1O.CC1(C)CCCC(C)(C)N1O.CC1(C)CCCC(C)(C)N1O.COC[C@H](C)N.COC[C@H](C)N.COC[C@H](C)N.COC[C@H](C)N.COC[C@H](C)N.COC[C@H](C)N.COC[C@H](C)N
LUMO (Ha): 0.0190
HOMO level (Ha): -0.27501
Calculated total energy (Ha): -4443.83238
Strongest force on any atom (eV/Å): 3.69
Relative energy (zero: lowest compared OMol25 entry of this formula, charge and spin) (kJ/mol): 909.3

```
! wB97M-V def2-TZVPD RIJCOSX def2/J DEFGRID3
* xyz 0 1
C -8.212 17.051 -3.444
C -9.635 16.965 -2.739
C -10.656 17.473 -3.698
C -9.822 15.424 -2.449
C -9.072 14.946 -1.182
C -9.527 15.856 -0.057
C -9.183 17.320 -0.225
C -10.104 17.988 0.885
C -7.706 17.523 0.028
N -9.668 17.845 -1.481
O -9.435 19.231 -1.637
H -7.836 18.026 -3.754
H -7.484 16.637 -2.747
H -8.241 16.501 -4.384
H -10.254 18.342 -4.220
H -10.685 16.727 -4.491
H -11.619 17.738 -3.261
H -10.861 15.101 -2.392
H -9.288 14.893 -3.237
H -9.465 13.944 -1.006
H -8.026 14.941 -1.487
H -9.009 15.373 0.772
H -10.572 15.573 0.073
H -10.186 19.075 0.909
H -9.669 17.639 1.821
H -11.093 17.539 0.790
H -7.252 16.780 0.684
H -7.438 18.555 0.256
H -7.188 17.395 -0.922
H -10.170 19.453 -2.213
C -9.069 21.235 -11.024
C -8.795 21.239 -9.565
C -7.621 22.212 -9.186
C -10.160 21.795 -9.035
C -10.484 21.550 -7.557
C -10.269 20.044 -7.334
C -8.860 19.536 -7.696
C -7.902 20.183 -6.650
C -8.829 18.052 -7.513
N -8.467 19.885 -9.098
O -7.361 19.263 -9.677
H -9.213 22.196 -11.518
H -8.124 20.956 -11.491
H -9.725 20.501 -11.492
H -7.464 22.524 -8.154
H -6.783 21.581 -9.482
H -7.500 23.092 -9.817
H -10.120 22.847 -9.316
H -10.983 21.586 -9.717
H -9.762 22.215 -7.084
H -11.477 21.875 -7.247
H -11.150 19.453 -7.585
H -10.364 20.064 -6.248
H -6.914 19.906 -7.017
H -8.108 19.706 -5.692
H -7.920 21.272 -6.590
H -7.827 17.623 -7.535
H -9.356 17.591 -8.349
H -9.309 17.723 -6.592
H -7.741 18.920 -10.490
C -12.606 11.710 -9.978
C -13.924 12.449 -10.407
C -13.846 13.961 -10.054
C -14.272 12.384 -11.898
C -14.981 11.048 -12.274
C -16.134 10.701 -11.466
C -15.748 10.653 -9.978
C -17.119 10.785 -9.148
C -14.998 9.406 -9.548
N -14.981 11.831 -9.615
O -14.896 12.090 -8.273
H -11.661 12.194 -10.225
H -12.470 11.511 -8.915
H -12.625 10.666 -10.293
H -13.487 14.223 -9.058
H -13.220 14.441 -10.806
H -14.799 14.489 -10.044
H -15.033 13.153 -12.032
H -13.404 12.522 -12.543
H -15.326 10.815 -13.281
H -14.271 10.243 -12.082
H -16.677 9.808 -11.776
H -16.865 11.509 -11.493
H -17.802 9.949 -9.303
H -17.761 11.635 -9.376
H -16.906 10.806 -8.079
H -15.519 8.891 -8.741
H -13.980 9.422 -9.160
H -15.228 8.628 -10.277
H -15.392 12.912 -8.246
C -2.086 19.044 0.007
C -2.988 19.125 -1.226
C -4.550 18.825 -0.902
C -2.824 20.551 -1.853
C -3.186 20.623 -3.381
C -2.381 19.582 -4.102
C -2.733 18.115 -3.647
C -4.142 17.696 -4.122
C -1.578 17.345 -4.342
N -2.492 18.043 -2.158
O -2.893 16.754 -1.787
H -2.230 18.059 0.451
H -1.026 19.131 -0.231
H -2.422 19.781 0.736
H -5.044 19.662 -0.407
H -5.122 18.654 -1.814
H -4.698 17.923 -0.309
H -3.378 21.384 -1.420
H -1.775 20.811 -1.713
H -4.206 20.300 -3.590
H -3.125 21.611 -3.835
H -1.319 19.813 -4.017
H -2.663 19.615 -5.155
H -4.276 17.631 -5.202
H -4.962 18.363 -3.855
H -4.292 16.665 -3.804
H -1.798 17.208 -5.401
H -1.602 16.324 -3.961
H -0.563 17.636 -4.072
H -3.829 16.733 -1.996
C -11.388 11.961 -4.335
C -12.941 11.784 -4.725
C -13.494 13.151 -5.164
C -12.974 10.792 -5.893
C -14.373 10.076 -6.052
C -14.825 9.532 -4.697
C -14.862 10.625 -3.477
C -15.983 11.663 -3.644
C -15.146 9.738 -2.290
N -13.552 11.253 -3.437
O -13.520 12.219 -2.403
H -11.070 12.779 -3.688
H -10.903 11.092 -3.892
H -10.833 12.176 -5.248
H -12.854 13.666 -5.881
H -14.426 13.054 -5.720
H -13.717 13.836 -4.347
H -12.754 11.373 -6.789
H -12.269 9.973 -5.753
H -15.136 10.820 -6.279
H -14.452 9.349 -6.860
H -14.135 8.736 -4.416
H -15.820 9.116 -4.850
H -16.995 11.282 -3.507
H -15.842 12.196 -4.585
H -16.050 12.442 -2.885
H -16.055 9.143 -2.380
H -15.244 10.359 -1.400
H -14.385 9.001 -2.036
H -12.779 11.902 -1.882
C -9.461 12.106 -12.754
O -8.418 11.545 -11.983
C -8.580 10.231 -11.478
C -7.218 9.493 -11.391
C -7.346 8.093 -10.808
N -6.417 10.301 -10.500
H -10.363 11.493 -12.754
H -9.195 12.094 -13.811
H -9.672 13.173 -12.689
H -8.994 10.418 -10.488
H -9.353 9.705 -12.038
H -6.626 9.343 -12.294
H -6.447 7.780 -10.277
H -7.488 7.407 -11.644
H -8.121 8.114 -10.042
H -5.479 9.924 -10.484
H -6.264 11.200 -10.932
C -2.196 11.854 -5.727
O -2.689 11.115 -6.797
C -4.016 10.569 -6.489
C -4.173 9.095 -7.013
C -3.504 8.719 -8.287
N -5.543 8.646 -7.120
H -2.092 11.034 -5.017
H -2.896 12.643 -5.451
H -1.269 12.417 -5.832
H -4.113 10.554 -5.404
H -4.728 11.036 -7.169
H -3.831 8.378 -6.266
H -3.998 9.228 -9.115
H -3.445 7.653 -8.508
H -2.490 9.107 -8.192
H -5.873 9.130 -7.943
H -5.485 7.690 -7.441
C -7.779 18.855 -13.084
O -8.254 18.045 -11.915
C -7.628 16.838 -11.608
C -8.615 15.655 -11.554
C -10.001 15.938 -10.979
N -8.024 14.505 -10.976
H -6.760 19.177 -12.867
H -8.428 19.729 -13.120
H -7.801 18.360 -14.055
H -6.633 16.722 -12.038
H -7.327 16.873 -10.561
H -8.705 15.375 -12.604
H -10.362 16.714 -11.655
H -9.931 16.399 -9.994
H -10.822 15.223 -10.938
H -7.892 14.834 -10.031
H -8.688 13.765 -11.153
C -3.420 13.404 -0.699
O -4.633 13.145 -1.267
C -5.084 11.961 -1.822
C -6.449 12.102 -2.523
C -7.129 10.800 -2.882
N -6.357 13.034 -3.637
H -3.261 12.751 0.160
H -3.442 14.366 -0.187
H -2.539 13.277 -1.329
H -4.334 11.558 -2.503
H -5.114 11.224 -1.020
H -7.068 12.497 -1.717
H -6.537 10.285 -3.638
H -8.094 11.040 -3.330
H -7.333 10.209 -1.988
H -6.107 12.481 -4.444
H -5.619 13.615 -3.266
C -12.771 4.336 -7.629
O -12.199 5.576 -7.856
C -11.788 6.149 -6.581
C -10.911 7.389 -6.888
C -9.683 7.183 -7.784
N -10.112 7.585 -5.644
H -12.498 3.660 -6.819
H -12.458 3.708 -8.463
H -13.859 4.352 -7.580
H -12.655 6.407 -5.974
H -11.208 5.438 -5.993
H -11.424 8.332 -7.076
H -8.924 6.430 -7.574
H -9.128 8.120 -7.742
H -9.966 7.060 -8.830
H -9.601 8.456 -5.616
H -10.446 7.349 -4.720
C -9.065 11.044 -7.608
O -8.784 12.485 -7.595
C -7.434 12.798 -7.487
C -7.315 14.328 -7.321
C -5.862 14.902 -7.483
N -7.926 14.684 -6.045
H -10.053 10.928 -8.055
H -9.048 10.723 -6.567
H -8.301 10.534 -8.195
H -6.913 12.309 -6.664
H -6.889 12.423 -8.354
H -7.908 14.691 -8.161
H -5.582 14.969 -8.534
H -4.994 14.314 -7.186
H -5.678 15.925 -7.153
H -7.246 15.005 -5.371
H -8.188 13.760 -5.733
C -2.277 15.084 -9.081
O -1.177 14.146 -9.026
C -1.565 12.845 -9.432
C -1.303 12.557 -10.952
C -1.846 11.167 -11.302
N 0.105 12.576 -11.222
H -2.947 14.928 -9.926
H -1.948 16.087 -9.350
H -2.972 15.059 -8.242
H -1.040 12.068 -8.877
H -2.638 12.680 -9.330
H -1.703 13.358 -11.573
H -1.743 10.969 -12.369
H -2.906 11.011 -11.103
H -1.180 10.413 -10.882
H 0.261 12.383 -12.201
H 0.542 11.791 -10.760
*
```

These are the Löwdin partial charges, in e, on atoms 1 to 2: C -0.029; C -0.428

=====

This record from the OMol25 dataset describes a molecular structure, C2H8NPTl at a distorted geometry. The level of theory is ωB97M-V/def2-TZVPD.

Calculated values
LUMO (Ha): -0.6853
HOMO level (Ha): -0.86023
Calculated total energy (Ha): -648.16745
Strongest force on any atom (eV/Å): 3.59

```
! wB97M-V def2-TZVPD RIJCOSX def2/J DEFGRID3
* xyz 3 1
N -0.485 -1.503 -0.381
C -0.013 -0.122 -0.503
C -0.150 0.608 0.982
P 0.388 2.375 0.849
H 0.183 -1.955 0.251
H -0.309 -1.960 -1.301
H 1.069 -0.138 -0.727
H -0.510 0.414 -1.320
H -1.153 0.501 1.430
H 0.592 0.114 1.637
H 1.743 2.394 0.355
H -0.457 3.219 0.052
Tl -0.897 -3.945 -1.323
*
```

These are the Löwdin partial charges, in e, on atoms 1 to 2: N -0.056; C -0.180

=====

This record from the OMol25 dataset describes C6H11NO4 in the gas phase at a distorted geometry. The level of theory is ωB97M-V/def2-TZVPD.

Calculated values
SMILES: C=CC(O)(O)C(=O)OCCN
LUMO (Ha): 0.0191
HOMO level (Ha): -0.35207
Calculated total energy (Ha): -590.85977
Strongest force on any atom (eV/Å): 3.63
Relative energy (zero: lowest compared OMol25 entry of this formula, charge and spin) (kJ/mol): 333.4

```
! wB97M-V def2-TZVPD RIJCOSX def2/J DEFGRID3
* xyz 0 1
C -0.198 -3.295 0.516
C -1.048 -2.713 -0.287
C -1.175 -1.129 -0.814
O -2.516 -0.933 -1.148
O -0.305 -1.126 -1.868
C -0.851 0.160 0.077
O -1.632 1.108 0.190
O 0.369 0.116 0.623
C 0.598 1.369 1.383
C 1.023 2.446 0.377
N 2.337 2.251 -0.257
H -0.242 -4.363 0.735
H 0.502 -2.659 1.023
H -1.712 -3.297 -0.805
H -2.481 -0.014 -1.527
H -0.082 -0.202 -2.012
H 1.351 1.229 2.097
H -0.335 1.640 1.769
H 0.921 3.406 0.940
H 0.272 2.264 -0.375
H 2.218 1.788 -1.106
H 2.986 1.954 0.468
*
```

These are the Löwdin partial charges, in e, on atoms 1 to 2: C 0.018; C -0.024

=====

This record from the OMol25 dataset describes C5H13N3O in the gas phase at a distorted geometry. The level of theory is ωB97M-V/def2-TZVPD.

Calculated values
SMILES: [H]/N=C\N(N)C[C@H](O)CC
LUMO (Ha): 0.0300
HOMO level (Ha): -0.32293
Calculated total energy (Ha): -437.73928
Strongest force on any atom (eV/Å): 3.78
Relative energy (zero: lowest compared OMol25 entry of this formula, charge and spin) (kJ/mol): 301.4

```
! wB97M-V def2-TZVPD RIJCOSX def2/J DEFGRID3
* xyz 0 1
H -0.695 -1.227 1.920
N -1.565 -0.797 1.761
C -1.871 -0.265 0.664
N -1.170 -0.259 -0.501
N -1.455 0.345 -1.678
C 0.131 -0.980 -0.564
C 1.416 -0.172 -0.425
O 2.390 -1.062 0.012
C 1.411 0.895 0.636
C 0.458 2.050 0.361
H -2.814 0.293 0.609
H -1.593 1.320 -1.544
H -2.326 -0.019 -2.029
H 0.063 -1.687 0.293
H 0.141 -1.585 -1.466
H 1.647 0.221 -1.380
H 2.516 -1.742 -0.703
H 2.495 1.166 0.646
H 0.963 0.454 1.546
H -0.074 1.877 -0.578
H 0.973 3.037 0.371
H -0.351 2.191 1.114
*
```

These are the Löwdin partial charges, in e, on atoms 1 to 2: H 0.010; N 0.090

=====

This record from the OMol25 dataset describes 6 unconnected molecules or ions with the total composition C25H38IN2O17S. The level of theory is ωB97M-V/def2-TZVPD.

Calculated values
LUMO (Ha): -0.1212
HOMO level (Ha): -0.45515
Calculated total energy (Ha): -3059.65523
Strongest force on any atom (eV/Å): 0.80

```
! wB97M-V def2-TZVPD RIJCOSX def2/J DEFGRID3
* xyz 1 1
C 3.235 0.039 0.186
C 2.393 0.751 -0.838
N 2.893 1.681 -1.530
C 0.974 0.206 -1.003
S -0.413 1.378 -1.223
C -1.446 0.963 0.204
C -2.932 1.250 -0.068
C -3.599 -0.003 -0.612
I -3.853 1.944 1.715
N 0.248 2.888 -0.866
C 0.527 3.787 -1.995
C 0.036 3.456 -3.368
O 1.124 4.773 -1.701
C -0.498 3.690 0.186
C 0.253 3.914 1.455
O -1.570 4.095 -0.093
H 3.538 0.729 0.975
H 2.724 -0.806 0.646
H 4.135 -0.352 -0.287
H 2.248 2.053 -2.226
H 0.707 -0.401 -0.141
H 0.934 -0.439 -1.886
H -1.294 -0.114 0.306
H -1.042 1.428 1.105
H -3.031 2.062 -0.789
H -4.617 0.206 -0.940
H -3.627 -0.792 0.139
H -3.033 -0.390 -1.467
H -0.994 3.819 -3.447
H 0.055 2.397 -3.622
H 0.652 4.011 -4.075
H 1.151 3.305 1.511
H -0.414 3.705 2.295
H 0.539 4.969 1.486
C 4.510 4.748 -1.987
C 4.962 5.487 -0.739
O 6.324 5.784 -1.043
C 6.478 5.792 -2.393
O 7.447 6.165 -2.962
O 5.360 5.309 -2.990
H 3.470 4.927 -2.247
H 4.695 3.675 -1.922
H 4.422 6.423 -0.591
H 4.914 4.889 0.168
C 7.274 -0.116 3.631
C 6.618 0.875 2.688
O 6.042 0.009 1.698
C 5.851 -1.210 2.259
O 5.219 -2.080 1.743
O 6.451 -1.282 3.455
H 7.251 0.189 4.672
H 8.292 -0.365 3.329
H 5.815 1.432 3.176
H 7.311 1.563 2.214
C -5.999 -4.000 -2.794
C -4.790 -3.886 -3.702
O -3.851 -3.186 -2.864
C -4.194 -3.398 -1.575
O -3.512 -3.090 -0.643
O -5.394 -3.988 -1.487
H -6.573 -4.908 -2.932
H -6.666 -3.143 -2.877
H -4.365 -4.856 -3.957
H -4.972 -3.316 -4.607
C -11.133 -6.169 -3.972
C -10.621 -5.615 -2.653
O -9.280 -5.232 -2.992
C -9.216 -5.029 -4.328
O -8.281 -4.549 -4.890
O -10.345 -5.445 -4.927
H -12.186 -5.981 -4.154
H -10.923 -7.233 -4.087
H -11.165 -4.725 -2.337
H -10.598 -6.340 -1.845
C 3.609 -2.048 8.059
C 3.391 -2.478 6.618
O 4.021 -1.414 5.891
C 4.940 -0.835 6.693
O 5.758 -0.049 6.329
O 4.810 -1.273 7.960
H 3.765 -2.870 8.750
H 2.810 -1.403 8.427
H 3.902 -3.411 6.377
H 2.347 -2.546 6.329
*
```

These are the Löwdin partial charges, in e, on atoms 1 to 2: C -0.025; C -0.424

=====

This record from the OMol25 dataset describes a molecular structure, CH3PS at a distorted geometry. The level of theory is ωB97M-V/def2-TZVPD.

Calculated values
LUMO (Ha): -0.0129
HOMO level (Ha): -0.28598
Calculated total energy (Ha): -779.32878
Strongest force on any atom (eV/Å): 1.68
Relative energy (zero: lowest compared OMol25 entry of this formula, charge and spin) (kJ/mol): 224.5

```
! wB97M-V def2-TZVPD RIJCOSX def2/J DEFGRID3
* xyz 0 1
C 2.166 -0.353 0.537
P 2.526 1.230 0.176
S 3.759 -0.626 -0.127
H 1.464 -1.066 1.064
H 0.121 0.110 -2.452
H 0.546 -0.358 -2.929
*
```

These are the Löwdin partial charges, in e, on atoms 1 to 2: C -1.012; P 0.619

=====

Q: Which value of strongest force on any atom does entry 6 give?
A: 0.80 eV/Å

=====

Q: Among the records above, which one has the highest strongest force on any atom?
A: C5H13N3O